Record 1
97
Properties=species:S:1:pos:R:3 method="wB97M-V/def2-TZVPD" s2=2.031 total_charge=-1 fmax_ev_per_a=1.47 lumo_ev="2.235 / 0.809" multiplicity=3 energy_ha=-7101.2103
Au 0.446 -0.856 -0.239
Cl -0.632 -7.453 -2.406
C -0.886 -5.793 -2.020
C -2.103 -5.186 -2.334
Cl -3.358 -6.104 -3.076
C -2.290 -3.847 -2.048
Cl -3.744 -3.043 -2.507
C -1.329 -3.066 -1.362
O -1.516 -1.846 -1.106
C -0.088 -3.737 -0.962
O 0.767 -3.131 -0.231
C 0.108 -5.061 -1.390
Cl 1.617 -5.819 -1.036
C 3.016 3.824 -1.566
C 1.847 3.051 -2.172
N 1.962 1.624 -1.972
C 2.303 0.644 -2.789
S 2.046 -0.966 -2.313
N 2.914 0.780 -3.985
C 3.360 1.952 -4.703
C 2.338 2.456 -5.724
H 2.814 4.891 -1.627
H 3.946 3.615 -2.092
H 3.143 3.553 -0.521
H 1.729 3.291 -3.228
H 0.929 3.340 -1.651
H 1.403 1.334 -1.148
H 2.990 -0.101 -4.474
H 4.282 1.689 -5.234
H 3.604 2.737 -3.988
H 2.121 1.679 -6.454
H 2.747 3.323 -6.238
H 1.401 2.733 -5.244
C -1.364 4.778 -0.519
C -1.190 3.873 0.702
C 0.159 4.187 1.345
C -2.304 4.211 1.689
Si -1.278 1.983 0.223
O 0.157 1.378 -0.054
C -2.486 1.836 -1.233
C -3.801 2.280 -1.142
C -4.707 2.079 -2.167
C -4.313 1.410 -3.313
C -3.008 0.964 -3.426
C -2.108 1.184 -2.398
C -2.099 1.056 1.667
C -3.278 0.332 1.540
C -3.801 -0.375 2.608
C -3.153 -0.374 3.832
C -1.971 0.332 3.975
C -1.454 1.032 2.898
H -1.372 5.830 -0.222
H -2.298 4.566 -1.034
H -0.552 4.642 -1.231
H 0.250 5.256 1.553
H 0.971 3.894 0.684
H 0.281 3.645 2.280
H -2.223 5.244 2.031
H -2.269 3.564 2.559
H -3.276 4.086 1.222
H -4.129 2.779 -0.241
H -5.726 2.432 -2.065
H -5.026 1.230 -4.108
H -2.701 0.428 -4.314
H -1.094 0.821 -2.478
H -3.786 0.312 0.586
H -4.718 -0.934 2.481
H -3.571 -0.918 4.669
H -1.449 0.339 4.924
H -0.519 1.570 3.009
C 1.690 -4.893 2.423
Si 0.202 -3.705 2.633
C -1.422 -4.402 1.891
C -0.142 -3.714 4.530
As 0.525 -1.438 2.184
Si 2.844 -1.188 2.292
C 3.513 -1.503 4.074
C 3.932 -2.240 1.109
C 3.153 0.668 1.871
H 1.426 -5.923 2.644
H 2.497 -4.605 3.092
H 2.068 -4.854 1.409
H -1.868 -5.171 2.516
H -1.271 -4.827 0.903
H -2.142 -3.592 1.788
H -0.372 -4.706 4.903
H -0.983 -3.065 4.759
H 0.721 -3.343 5.075
H 3.457 -2.559 4.324
H 2.926 -0.959 4.810
H 4.549 -1.191 4.169
H 4.151 -3.216 1.531
H 4.875 -1.751 0.873
H 3.397 -2.404 0.177
H 3.417 1.257 2.745
H 2.234 1.077 1.451
H 3.942 0.790 1.134

***

Record 2
94
Properties=species:S:1:pos:R:3 method="wB97M-V/def2-TZVPD" total_charge=+3 fmax_ev_per_a=3.90 relative_energy_kj_mol=0.00 lumo_ev=-9.878 energy_ha=-3406.6896
Nb 0.086 -0.718 0.438
C -1.666 -3.151 -2.023
C -1.675 -3.175 -0.513
C -1.886 -1.958 0.148
C -2.351 -1.978 1.504
C -3.132 -0.798 2.009
C -2.421 -3.223 2.142
C -1.922 -4.423 1.621
C -1.899 -5.662 2.436
C -1.612 -4.341 0.223
H -0.699 -2.778 -2.385
H -2.487 -2.521 -2.368
H -1.789 -4.133 -2.551
H -2.312 -1.167 -0.541
H -2.683 0.097 1.643
H -3.216 -0.703 3.122
H -4.160 -0.790 1.667
H -2.780 -3.238 3.175
H -2.834 -5.741 3.080
H -1.078 -5.665 3.173
H -1.705 -6.524 1.827
H -1.383 -5.313 -0.220
Cl -1.816 1.212 4.452
C -0.133 1.382 4.112
C 0.796 1.930 5.024
C 2.103 1.865 4.658
Cl 3.263 2.320 5.782
C 2.588 1.335 3.410
C 3.943 1.371 3.027
C 4.269 0.927 1.735
C 3.254 0.388 0.890
N 1.999 0.220 1.298
C 1.664 0.718 2.572
C 0.313 0.762 2.939
O -0.545 0.154 2.067
H 0.501 2.258 6.033
H 4.694 1.780 3.682
H 5.303 0.976 1.337
H 3.429 -0.040 -0.115
C 2.021 -4.681 3.367
C 2.298 -4.312 1.960
N 3.028 -4.932 1.088
N 2.865 -4.252 -0.083
C 2.054 -3.192 0.046
S 1.709 -2.020 -1.120
N 1.572 -3.300 1.312
N 1.013 -2.198 2.008
H 2.713 -5.459 3.596
H 0.952 -4.915 3.444
H 2.183 -3.812 4.079
H 3.499 -4.535 -0.866
H 0.310 -2.523 2.654
H 1.778 -1.632 2.465
C 2.327 2.470 -1.660
C 0.954 3.209 -1.582
C 0.809 3.916 -0.211
C 0.965 4.365 -2.621
P -0.282 1.844 -1.858
N -0.093 0.594 -0.834
C -0.155 1.210 -3.665
C -0.790 2.229 -4.666
C -0.953 -0.082 -3.768
C 1.289 1.069 -4.179
C -2.077 2.612 -1.473
C -2.234 4.074 -2.045
C -3.186 1.663 -2.007
C -2.318 2.717 0.060
H 3.024 3.062 -1.090
H 2.783 2.400 -2.649
H 2.292 1.489 -1.226
H 1.681 4.540 0.031
H 0.662 3.160 0.581
H -0.084 4.535 -0.219
H 1.869 4.979 -2.343
H 0.119 5.058 -2.609
H 1.055 4.042 -3.675
H -1.891 2.146 -4.708
H -0.437 2.013 -5.696
H -0.516 3.245 -4.463
H -2.052 -0.074 -3.704
H -0.574 -0.821 -3.051
H -0.721 -0.575 -4.728
H 1.723 2.050 -4.226
H 1.426 0.563 -5.143
H 1.859 0.439 -3.433
H -2.054 4.122 -3.135
H -1.594 4.825 -1.551
H -3.258 4.345 -1.851
H -3.228 1.680 -3.107
H -4.130 1.989 -1.574
H -3.029 0.620 -1.701
H -1.628 3.428 0.516
H -2.275 1.793 0.622
H -3.290 3.164 0.181

***

Record 3
106
Properties=species:S:1:pos:R:3 method="wB97M-V/def2-TZVPD" total_charge=0 fmax_ev_per_a=9.05 smiles="CCN(CC)C(=S)SCCC[C@@](C#N)(CCC(C)C)[C@](C#N)(CC=O)CCC(F)(F)C(F)(F)C(F)(F)C(F)(F)C(F)(F)C(F)(F)F.CCOP(=O)(OCC)OCC" lumo_ev=-1.464 energy_ha=-4262.8792
C 2.271 -2.913 2.220
C 2.316 -3.272 3.799
N 1.836 -2.171 4.689
C 1.857 -2.552 6.140
C 3.296 -2.149 6.746
C 0.404 -1.815 4.400
S -0.853 -2.909 4.530
S 0.085 -0.077 3.842
C 0.552 1.135 5.215
C -0.121 2.553 4.739
C 0.818 3.825 4.981
C 1.735 4.275 3.744
C 2.834 5.281 4.417
N 3.662 6.018 4.909
C 2.658 3.030 3.206
C 3.899 2.751 4.238
C 4.450 1.215 4.074
C 5.549 1.170 2.895
C 5.210 0.787 5.456
C 1.004 5.106 2.567
C 2.031 6.334 2.221
N 2.784 7.243 1.943
C -0.333 5.919 3.060
C -1.660 5.041 3.119
O -2.229 4.865 4.254
C 0.839 4.366 1.158
C 0.094 2.969 1.108
C -0.221 2.582 -0.447
F -0.758 1.230 -0.378
F -1.311 3.414 -0.858
C 1.060 2.669 -1.408
F 2.264 2.237 -0.737
F 1.342 4.013 -1.866
C 0.817 1.818 -2.788
F 1.491 2.556 -3.838
F -0.567 1.812 -3.173
C 1.498 0.362 -2.775
F 2.916 0.573 -2.987
F 1.351 -0.357 -1.557
C 1.035 -0.584 -4.026
F 2.207 -1.335 -4.418
F 0.648 0.157 -5.176
C -0.160 -1.595 -3.656
F -1.148 -1.052 -2.797
F -0.835 -1.988 -4.869
F 0.437 -2.787 -3.148
H 1.620 -2.008 1.963
H 3.321 -2.698 1.791
H 1.793 -3.818 1.676
H 3.425 -3.473 4.050
H 1.677 -4.215 3.973
H 1.075 -1.876 6.666
H 1.549 -3.644 6.322
H 4.031 -1.972 5.878
H 3.648 -2.942 7.495
H 3.186 -1.124 7.282
H 1.687 1.266 5.290
H 0.091 0.841 6.226
H -1.038 2.681 5.441
H -0.552 2.436 3.687
H 0.183 4.675 5.445
H 1.554 3.527 5.832
H 2.083 2.041 3.157
H 3.165 3.285 2.194
H 4.807 3.420 4.025
H 3.552 2.812 5.346
H 3.597 0.456 3.936
H 6.460 0.536 3.230
H 5.033 0.709 1.969
H 5.909 2.222 2.594
H 4.562 0.977 6.392
H 6.182 1.392 5.621
H 5.536 -0.321 5.423
H -0.505 6.753 2.269
H -0.170 6.386 4.095
H -2.191 4.536 2.227
H 1.900 4.272 0.697
H 0.279 5.098 0.448
H -0.911 2.881 1.640
H 0.739 2.083 1.492
O -6.326 -3.571 -8.860
P -6.003 -3.694 -7.364
O -4.562 -4.494 -7.615
C -3.595 -3.996 -8.534
C -2.666 -2.981 -7.898
O -6.964 -5.022 -7.092
C -8.089 -5.251 -7.939
C -7.718 -6.153 -9.107
O -5.715 -3.728 -5.678
C -4.479 -3.899 -5.012
C -3.863 -2.553 -4.682
H -4.060 -3.566 -9.424
H -3.006 -4.855 -8.868
H -3.211 -2.070 -7.638
H -1.860 -2.707 -8.583
H -2.215 -3.375 -6.984
H -8.507 -4.302 -8.287
H -8.867 -5.734 -7.341
H -6.753 -5.903 -9.544
H -8.480 -6.106 -9.889
H -7.646 -7.190 -8.766
H -3.786 -4.549 -5.542
H -4.699 -4.417 -4.073
H -3.912 -1.868 -5.529
H -2.824 -2.671 -4.372
H -4.410 -2.075 -3.865